Record 1
8
Properties=species:S:1:pos:R:3:forces:R:3 method="wB97M-V/def2-TZVPD" gap_ev=11.16 lumo_ev=0.65 e_tot_ev=-6693.20414 smiles=N#C[C@H]1CO1 e_above_lowest_ev=3.288 homo_energy_ev=-10.5084
N 1.9461 -0.8922 0.3132 0.33 1.38 0.67
C 1.3002 0.0737 0.3711 0.86 -0.62 0.15
C 0.1286 0.7444 -0.1764 0.31 -0.27 -0.32
C -0.8484 -0.3246 0.0781 -0.08 -0.32 -0.04
O -1.1592 1.0480 0.3180 0.13 -0.16 0.14
H 0.2813 1.1687 -1.1653 0.07 -0.33 0.05
H -0.8902 -0.9953 -0.7783 -1.77 0.52 -0.33
H -0.7584 -0.8226 1.0397 0.15 -0.19 -0.30

=====

Record 2
8
Properties=species:S:1:pos:R:3:forces:R:3 method="wB97M-V/def2-TZVPD" gap_ev=10.16 lumo_ev=0.66 e_tot_ev=-6695.50086 smiles="N=C=CC=O" e_above_lowest_ev=0.991 homo_energy_ev=-9.4941
N -1.9827 0.7002 0.1727 -0.02 -0.02 0.35
C -0.9909 0.0543 -0.0029 -0.52 0.54 0.27
C 0.1267 -0.6353 0.0417 0.28 -0.52 -0.22
C 1.4300 -0.0003 0.0823 0.33 -0.09 -0.04
O 1.6591 1.1848 0.0882 -0.08 0.16 0.00
H -2.5811 1.1471 -0.4991 0.04 -0.03 -0.37
H 0.0851 -1.7113 0.0158 -0.11 -0.13 -0.03
H 2.2537 -0.7396 0.1013 0.08 0.09 0.04

=====

Record 3
8
Properties=species:S:1:pos:R:3:forces:R:3 method="wB97M-V/def2-TZVPD" spin_multiplicity=3 gap_ev="7.94 / 7.72" lumo_ev="0.72 / -2.27" e_tot_ev=-6689.54535 e_above_lowest_ev=3.076 homo_energy_ev="-7.2197 / -9.9852"
C 0.1507 1.1671 1.7250 -0.96 -2.30 0.50
C -0.2091 0.5140 -0.5465 -1.42 1.90 -2.37
C 0.2487 -0.2920 1.3751 1.26 1.46 3.67
N 0.4259 1.1449 0.3908 2.08 0.89 1.18
O 0.1258 1.8814 2.6866 0.04 0.01 -1.15
H 0.2241 0.4732 -1.4851 0.64 -0.17 -1.67
H -1.1415 0.1191 -0.3209 -1.81 -0.97 -0.16
H 1.1110 -0.8955 1.5755 0.18 -0.82 0.01

=====

Record 4
9
Properties=species:S:1:pos:R:3:forces:R:3 method="wB97M-V/def2-TZVPD" gap_ev=11.27 lumo_ev=0.10 e_tot_ev=-8741.71879 e_above_lowest_ev=3.412 homo_energy_ev=-11.1699
O 0.9993 -0.7381 0.9532 0.05 -0.05 0.03
C -0.0394 0.0605 0.6273 0.12 0.18 0.15
C 0.2022 0.6537 -0.7881 0.08 -0.16 -0.03
O 1.1604 0.2810 -1.4182 -0.42 0.22 0.30
C -1.6631 -0.8793 -0.4153 -0.75 -0.39 0.26
N -1.4155 -0.7331 0.7415 0.57 0.21 -0.99
H 1.4863 -0.9031 0.1195 -0.03 0.00 0.20
H -0.2376 0.8368 1.3636 0.25 0.12 -0.03
H -0.5042 1.4146 -1.1656 0.12 -0.14 0.12

=====

Record 5
9
Properties=species:S:1:pos:R:3:forces:R:3 method="wB97M-V/def2-TZVPD" gap_ev=9.61 lumo_ev=0.98 e_tot_ev=-8742.71364 smiles=Oc1cocn1 e_above_lowest_ev=2.418 homo_energy_ev=-8.6269
O -0.7967 -0.1893 1.8577 0.10 0.49 0.06
C -0.4099 0.0408 0.5886 1.18 -1.03 -0.43
C -1.0849 0.0929 -0.5837 1.12 -0.03 0.59
O -0.1389 0.1153 -1.5841 2.89 -0.08 0.57
C 1.2694 0.0252 -0.8251 -3.51 0.22 -1.24
N 1.0136 -0.0359 0.4124 -1.09 0.44 -0.52
H 0.0767 -0.1472 2.2748 -0.39 -0.16 0.76
H -2.1876 0.0623 -0.7700 1.54 0.14 -0.15
H 2.2582 0.0360 -1.3706 -1.82 0.01 0.36

=====

Record 6
9
Properties=species:S:1:pos:R:3:forces:R:3 method="wB97M-V/def2-TZVPD" gap_ev=11.41 lumo_ev=0.70 e_tot_ev=-8739.13428 smiles="C#CC[N+](=O)[O-]" e_above_lowest_ev=5.997 homo_energy_ev=-10.7121
C -1.2299 -0.3218 0.2336 -1.75 -1.32 -0.54
C -0.3018 0.3926 0.2014 3.09 2.28 -0.01
C 0.9024 1.2454 0.1639 -1.27 0.51 0.12
N 2.1669 0.3038 0.0084 -5.51 2.06 2.51
O 2.0748 -0.6878 0.6278 0.74 -2.85 1.37
O 2.9823 0.6928 -0.6947 4.39 1.39 -3.28
H -2.0001 -0.9584 -0.0707 -0.78 -0.55 0.28
H 0.8559 1.9087 1.0878 0.94 -1.05 -1.00
H 0.8893 1.9056 -0.7274 0.15 -0.47 0.55

=====

Record 7
9
Properties=species:S:1:pos:R:3:forces:R:3 method="wB97M-V/def2-TZVPD" gap_ev=9.64 lumo_ev=0.36 e_tot_ev=-8741.64355 smiles="N=C=O.C#CO" e_above_lowest_ev=3.488 homo_energy_ev=-9.2881
N -0.9182 1.1758 1.0765 3.37 -1.20 0.76
C 0.0185 1.3980 1.8137 0.41 0.20 -1.26
O 1.0732 1.5413 2.2799 -0.54 -0.10 0.59
H -1.7924 1.5098 0.9754 -3.25 1.30 0.06
C 1.6912 -1.3140 -1.1590 -0.03 0.20 -0.04
C 0.7095 -0.6461 -1.2008 0.63 -1.55 -0.19
O -0.4965 -0.2407 -1.3055 -1.06 1.29 -0.26
H 2.4489 -2.0109 -1.2184 1.28 -0.59 0.09
H -0.4700 0.6396 -0.9192 -0.81 0.46 0.26

=====

Record 8
9
Properties=species:S:1:pos:R:3:forces:R:3 method="wB97M-V/def2-TZVPD" gap_ev=10.31 lumo_ev=0.49 e_tot_ev=-8743.11850 smiles="C=C=O.N=C=O" e_above_lowest_ev=2.013 homo_energy_ev=-9.8183
C -1.4315 -0.6017 -0.0247 2.17 -3.43 -1.39
C -2.4393 0.1293 -0.2779 -1.03 0.65 0.31
O -3.3578 0.7935 -0.3736 -1.63 1.43 -0.66
H -1.2349 -1.4079 -0.8599 0.06 1.69 2.12
H -1.2741 -0.7118 1.0461 0.46 -0.32 -0.34
N 2.0537 0.9778 0.3276 -1.43 1.77 0.70
C 2.8432 0.2263 -0.1072 0.46 -1.09 0.12
O 3.6850 -0.4702 -0.4978 0.65 -0.40 -0.55
H 1.1558 1.0649 0.7674 0.29 -0.29 -0.31

=====

Record 9
9
Properties=species:S:1:pos:R:3:forces:R:3 method="wB97M-V/def2-TZVPD" gap_ev=10.02 lumo_ev=0.78 e_tot_ev=-8744.10637 smiles="O=c1[nH]cco1" e_above_lowest_ev=1.025 homo_energy_ev=-9.2432
O 2.1875 -0.6635 0.8451 -0.26 -0.06 -0.62
C 1.1242 -0.4184 0.3576 0.46 -0.11 0.13
N 0.6519 0.8039 -0.1503 0.01 -0.15 0.09
C -0.7533 0.6721 -0.2352 -0.20 -0.18 -0.01
C -1.0526 -0.5982 0.0229 -0.23 0.22 0.04
O 0.0879 -1.3246 0.2867 0.03 0.07 0.35
H 1.1372 1.1117 -0.9877 0.13 0.32 0.43
H -1.3946 1.5402 -0.2611 0.01 -0.19 -0.42
H -1.9881 -1.1232 0.1220 0.07 0.08 0.03

=====

Record 10
9
Properties=species:S:1:pos:R:3:forces:R:3 method="wB97M-V/def2-TZVPD" gap_ev=10.46 lumo_ev=-0.93 e_tot_ev=-8740.94143 smiles="COC(=O)C#N" e_above_lowest_ev=4.190 homo_energy_ev=-11.3965
C -1.0503 0.5297 -0.5995 -1.75 6.18 -0.79
O 0.3177 0.8635 0.1095 -3.36 -3.67 -1.45
C 0.6493 -0.4591 0.2502 -4.48 -3.09 -1.63
O -0.0619 -1.4709 -0.1525 4.35 3.82 1.84
C 1.7042 -0.5937 1.1416 7.77 2.62 6.87
N 2.5505 -0.2706 1.9767 -5.40 -2.64 -5.42
H -0.7671 0.1279 -1.4746 1.19 -1.36 -3.12
H -1.6587 -0.2453 -0.1974 -0.39 0.33 1.37
H -1.6837 1.5186 -1.0540 2.05 -2.20 2.34

=====

Record 11
9
Properties=species:S:1:pos:R:3:forces:R:3 method="wB97M-V/def2-TZVPD" gap_ev=9.25 lumo_ev=-1.43 e_tot_ev=-8738.82285 e_above_lowest_ev=6.308 homo_energy_ev=-10.6743
O -0.0265 1.3374 -1.0453 -0.02 -0.04 -0.06
C 0.1213 0.3259 -0.2537 0.02 0.01 0.03
C -1.0547 -0.6513 0.0399 -0.60 0.06 -0.19
O -2.1420 -0.4336 -0.4064 0.59 -0.19 0.24
C 1.4279 -0.3896 -0.2152 0.90 -0.54 -0.13
N 2.4108 -0.9945 -0.2936 -1.00 0.62 0.16
H -0.0311 1.4664 0.3589 0.08 0.11 0.10
H 0.0964 0.8516 1.1245 0.08 -0.09 -0.08
H -0.8020 -1.5123 0.6910 -0.04 0.07 -0.08

=====

Record 12
9
Properties=species:S:1:pos:R:3:forces:R:3 method="wB97M-V/def2-TZVPD" gap_ev="7.46 / 8.43" lumo_ev="-2.37 / -1.81" e_tot_ev=-8737.71648 e_above_lowest_ev=7.415 homo_energy_ev="-9.8242 / -10.2376"
O 0.2102 -1.3497 1.7619 -3.51 2.95 -1.68
C -0.0015 -0.3062 0.8013 0.24 -0.36 -0.55
N -0.4151 0.9666 0.9745 0.72 -1.23 0.73
O -0.2005 1.6129 -0.2412 -0.33 -0.62 0.42
C 0.2709 0.7302 -1.1290 -0.18 -0.22 0.07
C 0.3332 -0.5110 -0.5864 1.27 0.33 0.18
H -1.5667 -0.9253 1.5017 2.35 -0.69 0.63
H 0.5299 1.1627 -2.0909 -0.12 -0.30 0.18
H 0.8396 -1.3802 -0.9918 -0.44 0.14 0.01